# 1
Density functional theory data (the ωB97M-V functional and the def2-TZVPD basis) for an isolated molecule of C4H8N2O2.

Bonds (Å) are listed after each position.
Positions of all 16 atoms, in Å:
1 O 2.0561 -2.0676 -0.5711  C2 1.209
2 C 2.3476 -0.9646 -0.1703  O1 1.209, N3 1.361, H9 1.101
3 N 1.4914 -0.1576 0.5136  C2 1.361, C4 1.446, H10 1.005
4 C 0.1918 -0.6650 0.8921  N3 1.446, C5 1.528, H11 1.087, H12 1.090
5 C -0.8404 -0.5101 -0.2233  C4 1.528, N6 1.455, H13 1.089, H14 1.085
6 N -0.9821 0.8600 -0.6908  C5 1.455, C7 1.359, H15 1.011
7 C -1.9970 1.7054 -0.3723  N6 1.359, O8 1.211, H16 1.100
8 O -2.1710 2.7618 -0.9388  C7 1.211
9 H 3.3375 -0.5030 -0.3047  C2 1.101
10 H 1.7462 0.7958 0.7031  N3 1.005
11 H 0.2829 -1.7279 1.1016  C4 1.087
12 H -0.1566 -0.1948 1.8113  C4 1.090
13 H -1.8330 -0.8060 0.1143  C5 1.089
14 H -0.5755 -1.1620 -1.0496  C5 1.085
15 H -0.2616 1.2619 -1.2750  N6 1.011
16 H -2.6362 1.3737 0.4599  C7 1.100

The HOMO-LUMO gap is 10.5 eV. The relative energy (zero: lowest compared OMol25 entry of this formula, charge and spin) is 79.13 kJ/mol. As for the charge: 0. As for the HOMO energy: -9.80 eV. The calculated total energy is -417.2258 Eh.

# 2
Density functional theory data (the ωB97M-V functional and the def2-TZVPD basis) for an isolated ion of composition CH7N3OP and charge +1.

Bonds (Å) are listed after each position.
Positions of all 13 atoms, in Å:
1 N 0.9274 -0.6872 -1.9734  C2 1.339, H7 1.017, H8 0.971
2 C 0.6697 -0.2029 -0.7524  N1 1.339, O3 1.276, N4 1.343
3 O 1.6025 -0.4221 0.0904  C2 1.276, H9 0.945
4 N -0.3638 0.5337 -0.3139  C2 1.343, N5 1.444, H10 0.981
5 N -0.2352 0.7832 1.1022  N4 1.444, P6 1.744, H11 0.948
6 P -1.3879 0.0387 2.1788  N5 1.744, H12 1.417, H13 1.437
7 H 0.2217 -0.5534 -2.6930  N1 1.017
8 H 1.8373 -0.9907 -2.1270  N1 0.971
9 H 1.5080 0.0893 0.8795  O3 0.945
10 H -1.2030 0.7288 -0.7828  N4 0.981
11 H -0.2413 1.7249 1.2121  N5 0.948
12 H -2.5686 0.1502 1.4033  P6 1.417
13 H -0.7669 -1.1925 1.7762  P6 1.437

The HOMO-LUMO gap is 10.8 eV. The relative energy (zero: lowest compared OMol25 entry of this formula, charge and spin) is 49.63 kJ/mol. As for the charge: +1. As for the HOMO energy: -14.11 eV. The calculated total energy is -622.8781 Eh.